Entry 1:
13
Properties=species:S:1:pos:R:3:mulliken_charge:R:1 method="wB97M-V/def2-TZVPD" e_above_lowest_ev=2.180 gap_ev="7.887 / 7.261" multiplicity=1 charge=0
C 0.78 1.18 -1.31 -0.720
C 0.68 1.06 1.15 -0.202
C -2.00 -1.08 1.21 -0.325
N 1.09 0.81 0.03 0.001
Br -2.56 -0.48 -0.49 -0.117
Br 2.74 -0.94 -0.28 -0.399
H 1.63 1.11 -2.09 0.284
H 0.18 0.34 -1.75 0.298
H 0.17 2.09 -1.42 0.374
H -1.20 -0.54 1.53 -0.076
H 1.02 0.89 2.14 0.347
H -2.89 -1.11 1.90 0.273
H -1.64 -2.16 1.15 0.262

Entry 2:
14
Properties=species:S:1:pos:R:3:mulliken_charge:R:1 method="wB97M-V/def2-TZVPD" smiles="NC1=N[NH2+]C[C@H]1Br" e_above_lowest_ev=1.917 gap_ev=10.661 multiplicity=1 charge=+1
C 0.79 0.23 -0.59 0.469
C -1.00 -0.55 1.07 -0.577
C 0.03 -1.12 -0.33 -0.264
N 0.26 1.20 0.05 -0.813
N 1.82 0.39 -1.39 -0.337
N -0.80 0.94 0.89 0.042
Br -0.83 -1.69 -2.02 -0.008
H -2.02 -0.67 1.09 0.385
H -0.64 -0.97 2.03 0.287
H 0.65 -1.86 0.14 0.416
H 2.05 -0.29 -2.10 0.263
H 2.06 1.38 -1.43 0.295
H -1.74 1.48 0.77 0.424
H -0.62 1.52 1.83 0.418

Entry 3:
14
Properties=species:S:1:pos:R:3:mulliken_charge:R:1 method="wB97M-V/def2-TZVPD" smiles="C[Si](C)(Br)OC=O" e_above_lowest_ev=0.000 gap_ev=11.172 multiplicity=1 charge=0
C -1.00 -2.21 -0.35 0.392
C 0.78 1.32 -1.48 -1.031
C 0.50 0.19 1.71 -0.951
O -0.80 -0.97 -0.76 -0.211
O -1.49 -3.11 -0.97 -0.456
Si -0.29 0.47 -0.08 0.605
Br -2.17 1.66 -0.04 -0.259
H -0.58 -2.21 0.74 0.117
H 0.50 2.33 -1.35 0.331
H 1.87 1.40 -1.24 0.315
H 0.67 0.96 -2.52 0.298
H 1.60 0.29 1.87 0.325
H 0.12 0.79 2.62 0.296
H 0.28 -0.90 1.84 0.230